No. 1
A 9-piece molecular cluster, C38H79O20PS8 overall in a non-equilibrium geometry, computed with ωB97M-V/def2-TZVPD.

Structure (ORCA input):
```
! wB97M-V def2-TZVPD RIJCOSX def2/J DEFGRID3
* xyz 0 1
C -0.482 -3.766 0.825
C -1.599 -2.796 0.569
O -1.228 -1.411 0.694
P -0.797 -0.703 -0.655
O -1.891 -0.513 -1.601
O -0.097 0.614 -0.131
C -0.709 1.887 -0.366
C -0.002 2.893 0.520
O 0.378 -1.563 -1.251
C 1.778 -1.385 -1.050
C 2.420 -0.912 -2.332
H -0.061 -3.542 1.809
H -0.909 -4.766 0.867
H 0.267 -3.598 0.058
H -2.110 -2.946 -0.391
H -2.510 -2.957 1.155
H -0.552 2.231 -1.391
H -1.776 1.924 -0.153
H -0.395 3.874 0.261
H -0.222 2.642 1.558
H 1.071 2.831 0.349
H 2.000 -0.783 -0.167
H 2.194 -2.364 -0.779
H 1.794 -0.108 -2.736
H 3.421 -0.525 -2.156
H 2.348 -1.693 -3.089
O 2.867 -2.295 -7.867
S 3.052 -2.410 -6.455
O 1.941 -2.631 -5.569
C 4.336 -3.603 -6.033
C 4.946 -2.970 -4.800
C 5.242 -1.538 -5.216
C 3.979 -0.954 -5.859
H 4.971 -3.534 -6.921
H 3.930 -4.604 -5.923
H 4.224 -2.965 -3.978
H 5.800 -3.529 -4.419
H 6.041 -1.523 -5.963
H 5.647 -0.921 -4.411
H 4.264 -0.460 -6.785
H 3.255 -0.387 -5.282
O 4.282 8.037 2.244
S 3.079 7.425 1.762
O 2.099 8.159 0.997
C 3.485 5.921 0.865
C 2.836 4.755 1.642
C 2.741 5.170 3.108
C 2.290 6.611 3.165
H 4.570 5.852 0.992
H 3.296 5.995 -0.201
H 1.854 4.668 1.173
H 3.437 3.879 1.409
H 3.769 5.091 3.479
H 2.161 4.431 3.657
H 2.607 7.158 4.049
H 1.218 6.732 2.998
O -2.991 5.815 0.689
S -2.065 6.341 1.670
O -0.932 5.620 2.191
C -1.523 7.996 1.148
C -2.232 8.985 2.079
C -3.481 8.334 2.674
C -3.093 6.922 3.047
H -1.702 8.142 0.087
H -0.454 7.931 1.352
H -1.536 9.215 2.890
H -2.411 9.915 1.543
H -4.339 8.367 1.998
H -3.812 8.913 3.537
H -3.891 6.186 3.102
H -2.471 6.963 3.941
O 2.722 -5.411 -2.697
S 1.691 -5.871 -1.811
O 0.396 -5.274 -1.879
C 1.613 -7.666 -1.923
C 2.399 -8.199 -0.708
C 3.266 -7.048 -0.182
C 2.332 -5.839 -0.147
H 2.071 -7.946 -2.870
H 0.568 -7.964 -1.947
H 1.689 -8.517 0.057
H 3.010 -9.054 -0.990
H 4.075 -6.883 -0.897
H 3.719 -7.217 0.794
H 2.854 -4.913 0.078
H 1.498 -6.020 0.531
O -0.082 -5.741 6.277
S -0.224 -5.840 4.846
O 0.914 -5.807 3.968
C -1.270 -7.264 4.513
C -2.687 -6.740 4.713
C -2.744 -5.360 4.058
C -1.468 -4.601 4.377
H -1.042 -8.054 5.228
H -0.993 -7.655 3.532
H -3.440 -7.374 4.249
H -2.830 -6.686 5.792
H -3.637 -4.807 4.361
H -2.900 -5.451 2.980
H -1.523 -3.901 5.206
H -1.067 -4.109 3.496
O -1.144 7.595 -3.546
S -1.519 6.376 -4.219
O -0.945 6.067 -5.499
C -1.349 5.024 -3.042
C -2.686 4.225 -3.187
C -3.742 5.336 -3.270
C -3.320 6.318 -4.342
H -1.431 5.443 -2.042
H -0.430 4.514 -3.315
H -2.575 3.578 -4.053
H -2.841 3.698 -2.248
H -4.074 5.736 -2.314
H -4.633 4.817 -3.648
H -3.689 7.338 -4.318
H -3.494 5.873 -5.323
O -4.684 -3.749 -0.020
S -4.555 -4.609 -1.170
O -3.868 -5.866 -0.982
C -6.213 -4.840 -1.861
C -6.157 -4.290 -3.275
C -5.099 -3.198 -3.287
C -3.863 -3.760 -2.604
H -6.848 -4.346 -1.121
H -6.483 -5.878 -1.661
H -5.904 -5.117 -3.939
H -7.151 -3.931 -3.544
H -5.408 -2.213 -2.932
H -4.854 -2.930 -4.322
H -3.149 -3.024 -2.246
H -3.460 -4.555 -3.228
O 4.251 -0.017 5.139
S 3.683 1.225 4.684
O 4.551 2.292 4.286
C 2.512 0.955 3.338
C 1.173 0.749 4.000
C 1.069 1.779 5.160
C 2.447 1.818 5.849
H 2.842 0.144 2.694
H 2.556 1.914 2.818
H 0.352 0.867 3.296
H 1.104 -0.208 4.520
H 0.339 1.428 5.885
H 0.850 2.782 4.799
H 2.564 1.242 6.766
H 2.748 2.836 6.098
*
```

Summary:
energy	-177607.267	eV
frontier orbital gap	0.3765	Ha
energy relative to the best compared isomer or geometry (same formula, charge and spin)	137.26	kJ/mol
E_LUMO	0.2	eV
SMILES string	CCOP(=O)(OCC)OCC.O=S1(=O)CCCC1.O=S1(=O)CCCC1.O=S1(=O)CCCC1.O=S1(=O)CCCC1.O=S1(=O)CCCC1.O=S1(=O)CCCC1.O=S1(=O)CCCC1.O=S1(=O)CCCC1
max |F|	2.4	eV/Å

Löwdin population analysis, charges in e, atoms 1 to 99: C -0.060; C -0.267; O -0.154; P 0.358; O -0.213; O -0.171; C -0.260; C -0.072; O -0.163; C -0.257; C -0.054; H 0.072; H 0.093; H 0.046; H 0.085; H 0.111; H 0.114; H 0.124; H 0.062; H 0.079; H 0.070; H 0.112; H 0.110; H 0.087; H 0.085; H 0.063; O -0.320; S 0.655; O -0.319; C -0.220; C -0.233; C -0.223; C -0.199; H 0.105; H 0.110; H 0.100; H 0.120; H 0.114; H 0.112; H 0.095; H 0.093; O -0.314; S 0.669; O -0.331; C -0.213; C -0.214; C -0.208; C -0.211; H 0.102; H 0.106; H 0.084; H 0.115; H 0.123; H 0.098; H 0.107; H 0.078; O -0.335; S 0.676; O -0.338; C -0.195; C -0.203; C -0.228; C -0.222; H 0.109; H 0.071; H 0.118; H 0.118; H 0.119; H 0.115; H 0.105; H 0.108; O -0.318; S 0.634; O -0.309; C -0.206; C -0.206; C -0.224; C -0.231; H 0.103; H 0.102; H 0.113; H 0.111; H 0.114; H 0.118; H 0.108; H 0.104; O -0.323; S 0.666; O -0.331; C -0.233; C -0.214; C -0.214; C -0.206; H 0.105; H 0.104; H 0.117; H 0.118; H 0.117; H 0.114


No. 2
A 11-piece molecular cluster, C38H81N3O30P6 overall in a non-equilibrium geometry, computed with ωB97M-V/def2-TZVPD.

Structure (ORCA input):
```
! wB97M-V def2-TZVPD RIJCOSX def2/J DEFGRID3
* xyz 0 1
C -2.668 4.715 -6.608
C -2.278 4.090 -5.254
C -1.963 5.031 -4.063
O -3.045 4.681 -3.091
C -3.698 3.605 -3.531
O -4.598 3.099 -2.893
O -3.346 3.204 -4.769
H -1.763 5.231 -6.968
H -3.571 5.365 -6.570
H -2.866 3.874 -7.245
H -1.464 3.437 -5.549
H -2.059 6.009 -4.383
H -0.983 4.811 -3.555
C -0.071 2.428 -2.824
C 0.527 1.643 -1.743
C -0.075 1.789 -0.356
O 0.366 0.489 0.191
C 0.433 -0.359 -0.807
O 0.676 -1.530 -0.742
O 0.195 0.240 -1.974
H 0.231 1.934 -3.788
H 0.320 3.467 -2.826
H -1.151 2.285 -2.788
H 1.638 1.807 -1.738
H -1.168 1.928 -0.309
H 0.339 2.569 0.318
C -2.226 -7.014 1.993
O -1.159 -6.249 1.241
P 0.095 -5.712 1.991
O -0.142 -4.872 3.146
O 0.728 -4.895 0.846
C 1.457 -5.427 -0.296
O 0.969 -7.019 2.302
C 2.098 -6.846 3.191
H -1.743 -7.956 2.311
H -2.997 -7.246 1.199
H -2.610 -6.396 2.837
H 1.303 -6.514 -0.408
H 2.445 -5.106 -0.135
H 1.113 -5.052 -1.241
H 1.703 -6.338 4.055
H 2.845 -6.183 2.713
H 2.529 -7.826 3.301
C 3.363 -1.446 -3.268
O 4.405 -0.790 -2.552
P 4.272 0.570 -1.756
O 3.885 1.660 -2.701
O 3.359 0.304 -0.527
C 3.612 -0.717 0.399
O 5.712 0.630 -1.118
C 6.749 1.451 -1.787
H 3.313 -0.973 -4.331
H 2.425 -1.184 -2.800
H 3.395 -2.555 -3.270
H 3.796 -0.221 1.395
H 4.587 -1.239 0.287
H 2.792 -1.446 0.389
H 7.248 1.936 -1.005
H 6.253 2.261 -2.336
H 7.422 0.848 -2.401
C -3.822 -1.291 -3.928
O -3.976 -2.627 -3.537
P -3.127 -3.923 -4.105
O -2.810 -3.969 -5.494
O -4.071 -5.134 -3.564
C -5.384 -5.198 -4.092
O -1.872 -3.860 -3.212
C -1.988 -3.791 -1.761
H -2.954 -0.842 -3.419
H -4.618 -0.765 -3.539
H -3.825 -1.177 -5.012
H -5.347 -4.972 -5.171
H -6.107 -4.496 -3.755
H -5.791 -6.171 -4.012
H -1.028 -3.371 -1.410
H -2.174 -4.801 -1.429
H -2.826 -3.183 -1.470
C 6.252 4.398 2.848
O 5.357 3.522 3.617
P 4.472 2.511 2.935
O 5.177 1.733 1.825
O 4.038 1.503 4.095
C 4.858 0.435 4.568
O 3.153 3.229 2.576
C 1.988 2.258 2.345
H 6.284 3.980 1.855
H 7.310 4.359 3.321
H 5.868 5.450 2.873
H 5.211 0.761 5.539
H 5.663 0.202 3.879
H 4.212 -0.442 4.790
H 1.218 2.972 2.157
H 1.855 1.764 3.311
H 2.295 1.594 1.487
C 2.006 -1.873 4.380
O 1.722 -1.124 5.573
P 0.539 -0.083 5.618
O 0.310 0.733 4.436
O -0.662 -1.086 5.892
C -0.438 -2.468 6.168
O 0.754 0.611 6.995
C 1.306 1.852 7.080
H 1.440 -2.784 4.446
H 3.076 -2.028 4.201
H 1.570 -1.282 3.564
H 0.373 -2.506 6.905
H -0.328 -3.022 5.147
H -1.465 -2.824 6.580
H 2.315 1.798 7.446
H 0.729 2.481 7.825
H 1.464 2.378 6.131
C -1.356 -1.690 2.780
O -2.682 -1.940 3.205
P -3.896 -1.091 2.611
O -4.081 -1.043 1.171
O -5.177 -1.726 3.399
C -5.841 -2.948 2.872
O -3.849 0.323 3.274
C -3.610 0.483 4.687
H -0.930 -2.625 2.936
H -0.874 -0.866 3.264
H -1.377 -1.463 1.715
H -6.947 -2.812 2.810
H -5.570 -3.705 3.649
H -5.418 -3.153 1.921
H -2.978 -0.353 4.895
H -4.575 0.470 5.166
H -3.119 1.467 4.864
C -1.440 0.680 -6.828
C -2.279 -0.111 -7.675
C -2.236 -1.356 -7.244
N -1.388 -1.406 -6.143
C -0.872 -0.168 -5.930
H -1.395 1.757 -6.825
H -2.825 0.314 -8.492
H -2.864 -2.205 -7.384
H -1.392 -2.197 -5.497
H -0.280 -0.042 -5.062
C -2.405 3.385 1.972
C -1.785 4.538 1.375
C -2.315 4.690 0.108
N -3.275 3.718 -0.050
C -3.252 2.855 0.987
H -2.207 2.894 2.918
H -0.973 5.151 1.798
H -2.253 5.306 -0.738
H -3.942 3.623 -0.785
H -3.884 2.005 1.150
C 2.057 6.117 -0.544
C 2.554 5.138 0.373
C 3.187 4.216 -0.395
N 3.138 4.620 -1.742
C 2.414 5.819 -1.810
H 1.511 7.025 -0.312
H 2.476 5.147 1.419
H 3.608 3.262 0.006
H 3.325 3.880 -2.409
H 2.119 6.306 -2.753
*
```

Summary:
energy	-162359.535	eV
frontier orbital gap	0.3009	Ha
energy relative to the best compared isomer or geometry (same formula, charge and spin)	0.00	kJ/mol
E_LUMO	0.4	eV
SMILES string	C[C@H]1COC(=O)O1.C[C@H]1COC(=O)O1.COP(=O)(OC)OC.COP(=O)(OC)OC.COP(=O)(OC)OC.COP(=O)(OC)OC.COP(=O)(OC)OC.COP(=O)(OC)OC.c1cc[nH]c1.c1cc[nH]c1.c1cc[nH]c1
max |F|	5.7	eV/Å

Löwdin population analysis, charges in e, atoms 1 to 99: C -0.018; C -0.289; C -0.010; O 0.046; C -0.585; O 0.121; O 0.084; H 0.097; H 0.103; H 0.069; H 0.113; H 0.101; H 0.118; C -0.016; C -0.317; C -0.019; O 0.067; C -0.640; O 0.118; O 0.083; H 0.104; H 0.090; H 0.097; H 0.133; H 0.127; H 0.114; C -0.020; O -0.228; P 0.259; O -0.217; O -0.197; C -0.039; O -0.228; C -0.070; H 0.084; H 0.101; H 0.094; H 0.101; H 0.074; H 0.077; H 0.075; H 0.095; H 0.085; C -0.080; O -0.220; P 0.352; O -0.246; O -0.214; C -0.098; O -0.211; C -0.031; H 0.124; H 0.052; H 0.096; H 0.083; H 0.105; H 0.086; H 0.062; H 0.082; H 0.095; C -0.091; O -0.231; P 0.367; O -0.194; O -0.199; C -0.116; O -0.199; C -0.032; H 0.101; H 0.063; H 0.088; H 0.092; H 0.076; H 0.075; H 0.085; H 0.082; H 0.084; C -0.040; O -0.195; P 0.295; O -0.272; O -0.234; C -0.071; O -0.233; C 0.017; H 0.061; H 0.118; H 0.101; H 0.087; H 0.087; H 0.066; H 0.070; H 0.051; H 0.091; C -0.061; O -0.231; P 0.346; O -0.211; O -0.238


Q: Among the records above, which one has the highest E_LUMO?
A: C38H81N3O30P6


Q: The highest energy relative to the best compared isomer or geometry (same formula, charge and spin) belongs to which entry?
A: C38H79O20PS8